(1)
62
Properties=species:S:1:pos:R:3 method="wB97M-V/def2-TZVPD" multiplicity=2 s2=0.850 e_lumo_ha="0.1384 / 0.1560" homo_ev="-2.509 / -2.475" total_charge=-2
Ru -0.003 0.484 0.513
S 0.943 2.159 2.137
S 0.769 2.807 -0.654
F -0.153 0.041 -2.184
O 1.935 -3.537 1.031
O 0.788 -2.745 3.461
O 0.523 -1.993 0.101
O 0.376 -0.755 2.403
N 2.058 6.440 -0.577
N -2.094 0.127 -0.159
N 3.212 -0.402 0.611
N 2.157 0.042 -0.258
N 2.537 5.286 3.524
C -2.326 3.042 1.237
C 0.717 -1.989 2.502
C -1.461 -0.159 -2.498
C 1.123 -2.608 1.034
C -2.166 -3.498 1.989
C -2.546 -2.567 0.837
C -3.707 2.472 0.927
C -4.835 0.756 2.302
C -3.354 -1.374 1.314
C -1.760 -0.379 -3.819
C -3.738 -0.387 -1.893
C -3.855 1.015 1.346
C -3.076 -0.619 -4.205
C 1.893 5.589 0.185
C -3.097 -0.065 0.833
C 2.145 4.949 2.492
C -4.043 2.706 -0.550
C 1.722 4.580 1.179
C -4.053 -0.618 -3.221
C -2.412 -0.144 -1.454
C -3.301 -3.370 -0.232
C -4.360 -1.577 2.253
C 1.199 3.326 0.903
C -5.106 -0.524 2.747
H -2.685 -4.212 -0.560
H 2.474 0.890 -0.716
H -5.899 -0.701 3.466
H -4.998 2.250 -0.820
H -4.098 3.780 -0.746
H 2.967 -1.347 0.901
H -4.436 3.033 1.519
H -2.074 2.925 2.292
H -1.576 2.531 0.643
H -3.535 -2.759 -1.102
H -3.045 -4.004 2.401
H -5.087 -0.801 -3.493
H -5.413 1.586 2.695
H -4.524 -0.375 -1.149
H 3.134 0.172 1.445
H 2.010 -0.669 -0.968
H -1.680 -2.952 2.796
H -1.472 -4.264 1.638
H -4.571 -2.580 2.603
H -3.325 -0.800 -5.242
H -1.629 -2.190 0.393
H -4.238 -3.766 0.176
H -0.956 -0.365 -4.544
H -2.284 4.104 0.981
H -3.271 2.285 -1.194

(2)
10
Properties=species:S:1:pos:R:3 method="wB97M-V/def2-TZVPD" multiplicity=3 s2=2.009 e_lumo_ha="-0.0311 / -0.0726" homo_ev="-7.565 / -9.719"
I -0.810 -0.605 3.283
I -2.826 1.123 0.489
P -2.031 -1.150 1.241
C 0.879 0.650 -0.636
C 0.709 -0.740 -0.848
H -0.187 -1.075 -1.228
H 0.043 1.043 -0.012
H 0.700 1.232 -1.490
H 1.999 0.940 -0.301
H 1.524 -1.419 -0.498

(3)
12
Properties=species:S:1:pos:R:3 method="wB97M-V/def2-TZVPD" multiplicity=1 e_lumo_ha="-0.0272 / -0.0272" homo_ev="-8.735 / -8.736"
S -1.372 1.021 -0.302
S -3.872 -0.483 -0.098
O 0.906 -1.239 -0.484
N 0.137 0.895 -0.030
C 2.425 0.572 -0.062
C 1.067 -0.057 -0.189
C -2.161 -0.299 0.154
H 2.675 0.954 -0.967
H 2.277 1.354 0.719
H -3.737 -1.683 0.219
H -1.538 -1.056 0.725
H 3.192 0.019 0.315

(4)
61
Properties=species:S:1:pos:R:3 method="wB97M-V/def2-TZVPD" multiplicity=1 e_lumo_ha="0.0553 / 0.0728" homo_ev="-4.311 / -4.058" total_charge=-1
Tl 1.623 -0.606 -1.018
Ge -0.956 -0.720 -0.811
Ge 1.581 -0.154 1.586
Cl 7.465 0.495 -3.543
Cl 4.070 -3.632 -3.941
Cl 2.014 -1.949 -5.586
Cl 5.124 1.370 -0.488
Cl 3.627 0.580 -3.593
Cl 3.751 -3.442 -0.836
O -0.730 0.723 -5.655
C -2.200 -0.207 -2.260
C 2.775 1.092 2.556
C 3.567 1.960 -1.363
C 6.607 1.871 -3.808
C -4.628 3.071 0.582
C -4.652 1.882 1.297
C -2.355 1.427 0.681
C 1.970 -1.729 -3.880
C -3.650 -0.651 -2.079
C 2.796 -2.428 -1.836
C 1.415 -1.788 2.716
C -0.176 0.750 1.591
C -2.342 2.630 -0.028
C -2.690 -2.500 0.832
C -1.489 -2.504 -0.114
C -3.530 1.066 1.341
C 2.937 0.860 -2.091
C 0.336 -1.718 3.795
C 2.900 -2.547 -3.201
C -0.307 1.084 -4.677
C -1.143 0.565 0.692
C -3.466 3.442 -0.080
C 2.495 1.185 4.055
H 3.935 2.772 -1.989
H -2.492 -1.867 1.699
H -1.435 2.919 -0.547
H -5.506 3.703 0.542
H 3.157 1.903 4.549
H -5.552 1.584 1.822
H -3.432 4.369 -0.640
H -0.348 1.535 2.336
H -0.617 -2.917 0.399
H -3.560 0.137 1.896
H -2.917 -3.504 1.204
H 0.275 -2.644 4.376
H 2.948 2.328 -0.548
H -0.644 -1.540 3.351
H -3.588 -2.116 0.345
H 1.228 -2.636 2.054
H 3.807 0.791 2.370
H 0.520 -0.901 4.496
H 2.663 2.074 2.087
H 2.639 0.219 4.545
H -2.141 0.880 -2.361
H 2.397 -1.970 3.166
H -4.263 -0.387 -2.946
H -1.677 -3.163 -0.967
H -3.721 -1.734 -1.949
H -1.781 -0.627 -3.177
H 1.467 1.497 4.253
H -4.100 -0.182 -1.203

(5)
9
Properties=species:S:1:pos:R:3 method="wB97M-V/def2-TZVPD" multiplicity=1 e_lumo_ha=-0.0313 homo_ev=-9.334
S -1.362 -0.314 2.363
S -0.340 -0.594 -0.436
O 2.407 0.074 -1.473
N 1.426 0.762 -2.010
C -0.712 0.356 1.026
C 0.219 0.678 -1.543
H -0.547 1.420 0.866
H 1.992 -0.325 -0.573
H -0.496 1.296 -2.165

(6)
82
Properties=species:S:1:pos:R:3 method="wB97M-V/def2-TZVPD" multiplicity=1 e_lumo_ha="-0.2691 / -0.2745" homo_ev="-12.177 / -11.993" total_charge=+2
Pb 1.085 2.810 -0.292
Br 0.823 -2.157 0.407
P -1.751 -3.390 -0.675
P 3.994 1.264 0.090
N 0.117 2.095 2.386
N -0.476 0.741 7.583
N -4.978 4.201 -1.786
C -1.336 0.575 -0.641
C -0.744 -1.821 -0.780
C 5.517 3.659 0.391
C -0.074 2.206 -2.099
C -0.707 -4.525 -1.609
C -1.975 -3.868 1.064
C -2.211 3.666 -1.644
C -2.822 4.626 -0.802
C -0.302 2.733 4.659
C -0.175 3.037 3.300
C -0.221 -1.522 -2.134
C 0.078 0.801 2.754
C -3.283 -3.056 -1.565
C 3.701 0.196 1.549
C -1.859 -5.371 1.322
C -0.350 1.028 6.453
C -0.123 -0.242 -2.570
C -4.414 3.355 -2.643
C 3.954 -0.942 -1.617
C 4.079 3.074 0.336
C -0.538 0.851 -1.771
C 3.151 0.329 -1.211
C -0.050 0.415 4.088
C -1.497 -0.701 -0.189
C -4.210 4.833 -0.901
C -3.042 3.057 -2.611
C -0.725 3.449 -1.669
C -1.011 -4.590 -3.103
C -4.445 -2.473 -0.752
C 4.980 -0.450 2.132
C -0.212 1.398 5.063
H -0.479 3.533 5.371
H -5.042 2.869 -3.393
H -5.305 -2.358 -1.428
H 0.242 -2.328 -2.693
H -4.205 -1.481 -0.341
H -4.728 -3.155 0.066
H 0.658 2.299 -2.911
H 3.573 3.296 1.292
H 4.706 -1.220 2.864
H 0.131 0.043 1.964
H 3.174 0.790 2.315
H 3.938 -1.720 -0.840
H 5.598 0.282 2.665
H 5.467 4.735 0.582
H -2.051 -0.919 0.726
H -2.245 5.230 -0.105
H 0.267 -0.011 -3.567
H -2.581 -5.952 0.731
H -1.216 -3.327 1.649
H 3.012 -0.607 1.222
H 3.566 3.599 -0.496
H 5.602 -0.938 1.369
H -1.870 1.384 -0.139
H -3.564 -4.020 -2.020
H -0.216 -5.175 -3.578
H -4.717 5.543 -0.246
H -0.311 4.066 2.948
H 0.327 -4.201 -1.421
H -2.951 -3.474 1.391
H -1.044 -3.615 -3.605
H -2.075 -5.543 2.384
H -0.839 -5.503 -1.125
H -3.005 -2.385 -2.395
H 3.016 0.989 -2.086
H -0.044 -0.642 4.346
H -1.965 -5.099 -3.282
H -0.840 -5.733 1.123
H 3.505 -1.395 -2.510
H 6.055 3.541 -0.558
H 5.003 -0.713 -1.857
H 2.161 0.012 -0.832
H -0.169 4.383 -1.891
H 6.128 3.211 1.182
H -2.615 2.416 -3.384

(7)
40
Properties=species:S:1:pos:R:3 method="wB97M-V/def2-TZVPD" multiplicity=1 e_lumo_ha="-0.3127 / -0.3118" homo_ev="-12.867 / -12.842" total_charge=+2
Ce -0.642 -1.019 1.674
I -1.578 1.296 3.390
P 2.110 -0.780 1.162
N -2.302 -1.147 -0.760
C -1.675 -1.114 -2.004
C -0.755 2.996 -1.053
C -2.210 -0.155 0.356
C 0.586 3.411 -1.342
C 1.317 1.616 0.126
C 2.066 -1.745 -0.379
C 2.572 0.846 0.469
C -2.818 -2.643 -0.251
C -0.957 1.940 -0.218
C 1.568 2.636 -0.799
C 0.010 1.359 0.653
C -2.368 1.392 -0.279
C 3.547 -1.209 2.141
H 3.105 -1.801 -0.729
H -3.108 -3.157 -1.154
H -2.965 1.989 0.401
H -1.693 0.050 -2.081
H 0.375 0.917 2.714
H -2.845 -0.396 1.153
H -3.586 -2.515 0.560
H -1.025 0.042 0.176
H -2.218 -1.625 -2.778
H 3.248 0.678 -0.395
H 4.411 -1.176 1.459
H -1.668 -2.718 -0.046
H -2.188 -3.567 0.319
H 1.448 -1.258 -1.153
H -1.539 3.523 -1.465
H -0.572 -1.294 -2.128
H -2.865 1.528 -1.288
H 3.393 -2.216 2.544
H 1.661 -2.754 -0.179
H 0.747 4.288 -1.966
H 3.652 -0.480 2.946
H 3.148 1.387 1.226
H 2.612 2.876 -1.021

(8)
56
Properties=species:S:1:pos:R:3 method="wB97M-V/def2-TZVPD" multiplicity=5 s2=6.026 e_lumo_ha="-0.2370 / -0.3665" homo_ev="-14.936 / -14.931" total_charge=+2
Rh 0.850 2.735 -0.101
Cl 2.188 4.839 1.053
Cl -0.116 6.901 -4.183
Cl 2.719 7.874 0.272
Cl 1.492 8.866 -2.454
Cl -0.598 3.948 -3.337
N 1.595 0.792 -0.537
N -0.669 1.513 0.744
C 0.310 4.996 -2.335
C 2.713 -4.048 0.105
C 1.113 -1.526 -0.374
C 0.835 4.560 -1.161
C -2.553 -0.320 1.690
C 2.744 0.486 -1.146
C 1.818 6.850 -0.736
C 0.512 6.357 -2.759
C 1.281 7.289 -1.931
C -1.406 -0.729 1.014
C 0.776 -0.211 -0.146
C -2.711 1.055 1.879
C -0.482 0.193 0.557
C -3.734 -1.108 3.729
C 3.133 -0.813 -1.397
C -4.942 -0.962 1.534
C 1.559 -3.952 -2.125
C -3.601 -1.291 2.209
C -3.235 -2.743 1.910
C -1.766 1.927 1.397
C 2.658 -3.327 -1.250
C 4.004 -3.485 -1.955
C 2.311 -1.867 -1.014
C 1.573 5.512 -0.405
H 3.477 -3.620 0.756
H -4.045 -0.097 3.994
H -4.018 -3.395 2.296
H -1.870 2.997 1.523
H 3.365 1.322 -1.442
H -5.273 0.053 1.754
H -4.496 -1.791 4.105
H -5.709 -1.641 1.908
H 4.078 -0.985 -1.888
H 1.795 -5.002 -2.302
H 2.959 -5.097 -0.058
H 4.203 -4.545 -2.108
H -3.156 -2.935 0.838
H 1.487 -3.455 -3.093
H 0.452 -2.316 -0.054
H -1.240 -1.781 0.852
H 1.756 -4.016 0.629
H -2.798 -1.328 4.244
H -4.886 -1.080 0.451
H 4.828 -3.082 -1.364
H 0.580 -3.917 -1.645
H -3.568 1.454 2.401
H -2.301 -3.041 2.391
H 4.012 -3.009 -2.937

(9)
15
Properties=species:S:1:pos:R:3 method="wB97M-V/def2-TZVPD" multiplicity=1 e_lumo_ha=0.0115 homo_ev=-9.466
O -1.441 -2.207 -0.391
O -0.352 -0.969 1.223
N -1.225 1.636 0.356
C 0.010 0.971 -0.090
C -0.032 -0.273 -1.087
C 1.363 -0.827 -0.337
C -0.749 -1.213 -0.149
C 0.619 0.010 0.876
H 2.484 -0.256 -0.509
H 0.805 1.675 -0.469
H 1.738 -1.819 -0.225
H 0.928 0.523 1.755
H -0.343 -0.206 -2.078
H -2.127 1.604 -0.528
H -1.677 1.351 1.653

(10)
19
Properties=species:S:1:pos:R:3 method="wB97M-V/def2-TZVPD" multiplicity=1 e_lumo_ha="0.0155 / 0.0244" homo_ev="-7.618 / -7.464"
O 0.813 -1.422 -0.083
C -0.401 -0.945 -0.543
C 2.412 0.076 -1.095
C -2.325 0.616 -0.039
C -1.241 -0.261 0.575
C 1.422 -0.148 0.043
C -0.329 0.402 1.488
H 0.180 -0.195 2.240
H -1.872 1.496 -0.510
H -1.677 -1.134 1.092
H 3.257 -0.615 -0.992
H -0.921 -1.699 -1.154
H 2.798 1.100 -1.063
H -3.034 0.960 0.721
H 1.950 -0.027 0.991
H -2.885 0.076 -0.813
H -0.480 1.450 1.742
H 1.929 -0.089 -2.063
H 0.403 0.359 -0.537

(11)
28
Properties=species:S:1:pos:R:3 method="wB97M-V/def2-TZVPD" multiplicity=1 e_lumo_ha=-0.0989 homo_ev=-12.599 total_charge=+1
O 4.077 -1.351 0.528
O -2.027 0.060 0.830
O 0.414 -3.128 0.913
O -2.046 2.038 2.668
N 1.694 -1.727 -1.043
C -0.350 1.574 -1.513
C -1.407 2.026 -0.515
C -2.377 0.829 -0.333
C 0.826 -0.685 -1.638
C 0.289 0.278 -0.919
H 0.308 0.347 0.142
H 0.332 -4.054 1.162
H 4.653 -0.684 0.133
H -1.441 2.226 3.387
H -2.966 2.250 2.841
H 0.541 2.278 -1.505
H -3.435 1.078 -0.195
H -0.952 2.425 0.390
H 0.797 -0.764 -2.715
H 0.945 -2.474 -0.851
H -1.882 2.918 -0.927
H -2.023 0.546 1.676
H -2.240 0.146 -1.169
H -0.185 -2.558 1.406
H 2.159 -1.549 -0.113
H -0.430 1.407 -2.593
H 4.257 -1.267 1.473
H 2.469 -2.185 -1.520

(12)
8
Properties=species:S:1:pos:R:3 method="wB97M-V/def2-TZVPD" multiplicity=1 e_lumo_ha="-0.2680 / -0.2465" homo_ev="-13.759 / -13.432" total_charge=+1
I -3.806 -0.703 0.105
N 0.428 -1.025 -0.073
N 0.584 1.221 0.098
C -0.136 0.146 -0.062
H -0.336 -1.758 0.055
H 0.278 2.129 -0.209
H 1.349 -1.123 -0.361
H 1.639 1.113 0.448

| no. | total energy (eV) |
| --- | --- |
| 1 | -67905.420 |
| 2 | -27642.691 |
| 3 | -28397.546 |
| 4 | -219204.046 |
| 5 | -27327.597 |
| 6 | -131180.238 |
| 7 | -45632.766 |
| 8 | -93861.087 |
| 9 | -10877.882 |
| 10 | -8458.284 |
| 11 | -15149.704 |
| 12 | -12172.622 |